DFT (wB97M-V/def2-TZVPD) results for C23H15BrIN6O2PbSe as an isolated structure.

Cartesian coordinates (Å):
Pb 0.84910 1.36075 0.54012
O 5.25332 0.56683 -0.06786
C 4.07851 0.94078 -0.19192
N 3.05296 0.36706 0.49220
C 3.50805 -0.62203 1.30142
O 4.70600 -0.94748 1.35323
C 2.49756 -1.29201 2.16073
C 2.88632 -2.28039 3.04947
C 1.90214 -2.85455 3.84193
C 0.59876 -2.40471 3.71553
C 0.31502 -1.40043 2.79903
N 1.24423 -0.84951 2.02018
C 3.72826 2.05355 -1.11816
C 4.69390 2.58130 -1.95120
C 4.31773 3.57532 -2.84734
C 3.00247 4.00345 -2.85026
C 2.10663 3.43312 -1.95789
N 2.45026 2.46742 -1.10396
H 3.92447 -2.57083 3.12545
H 2.15666 -3.63107 4.55066
H -0.18885 -2.81737 4.33115
H -0.69349 -1.01364 2.69475
H 5.71101 2.21783 -1.89754
H 5.04118 3.99901 -3.53137
H 2.66747 4.77759 -3.52677
H 1.07839 3.77315 -1.91849
Se -2.37832 4.53102 -0.64188
N -2.79164 4.07194 -2.26741
C -2.11553 2.97258 -2.56040
C -2.12770 2.27270 -3.79837
C -1.34377 1.16411 -3.89721
C -0.55428 0.73723 -2.80027
N -0.50205 1.34659 -1.63259
C -1.27510 2.47663 -1.49887
N -1.26033 3.17758 -0.38026
H -2.73519 2.62758 -4.62149
H -1.30939 0.59284 -4.81492
H 0.05689 -0.15379 -2.90172
Br -5.96452 -0.61051 1.25352
C -5.03629 -2.15990 1.47014
C -5.71126 -3.23547 2.10459
C -5.07905 -4.43113 2.23935
C -3.75754 -4.59314 1.74270
C -3.06428 -3.53592 1.13358
C -3.67291 -2.31584 0.99761
I -2.62335 -0.76364 0.09006
H -6.72296 -3.09481 2.46267
H -5.58554 -5.26092 2.71554
H -3.27187 -5.55812 1.83298
H -2.06207 -3.69074 0.75955

Calculated values
charge	+3
energy relative to the best compared isomer or geometry (same formula, charge and spin)	8.0	kcal/mol
HOMO energy (spin up / spin down)	-17.356 / -17.357	eV
orbital gap (spin up / spin down)	7.0 / 5.2	eV